The following is a DFT calculation (wB97M-V/def2-TZVPD) of a 5-piece molecular cluster, C26H24Cl2N4O8 overall at a distorted geometry.

## Properties
- relative energy (zero: lowest compared OMol25 entry of this formula, charge and spin) (kcal per mole) = 47.70
- SMILES = O=[N+]([O-])c1ccccc1.O=[N+]([O-])c1ccccc1.O=[N+]([O-])c1ccccc1.O=[N+]([O-])c1ccccc1.ClCCCl
- HOMO energy (eV) = -9.743
- frontier orbital gap (eV) = 8.82
- net charge = 0

The geometry in XYZ format:
```
64
Properties=species:S:1:pos:R:3:mulliken_charge:R:1
Cl -1.251 -1.250 -6.717 -0.170
C -2.562 -0.144 -6.674 -0.245
C -3.777 -0.518 -7.582 -0.473
Cl -4.348 -2.124 -7.417 -0.173
H -2.265 0.889 -6.855 0.356
H -2.987 -0.184 -5.671 0.119
H -3.357 -0.499 -8.588 0.274
H -4.641 0.145 -7.555 0.348
C -7.749 4.120 -1.481 -0.386
C -7.066 4.646 -0.343 -0.388
C -5.911 4.099 0.104 -0.311
C -5.313 3.060 -0.624 0.094
C -5.948 2.539 -1.772 -0.166
C -7.113 3.133 -2.276 -0.571
N -3.995 2.473 -0.258 0.924
O -3.424 1.682 -0.999 -0.536
O -3.409 2.875 0.749 -0.589
H -8.639 4.627 -1.821 0.358
H -7.568 5.444 0.185 0.351
H -5.449 4.382 1.039 0.422
H -5.502 1.705 -2.294 0.423
H -7.625 2.718 -3.132 0.359
C 6.115 -2.420 1.786 -0.429
C 7.020 -2.250 0.754 -0.491
C 6.604 -2.335 -0.539 -0.365
C 5.284 -2.769 -0.877 0.055
C 4.401 -2.999 0.167 -0.082
C 4.843 -2.838 1.474 -0.465
N 4.953 -3.159 -2.284 1.036
O 5.822 -2.893 -3.073 -0.607
O 3.893 -3.655 -2.527 -0.594
H 6.389 -2.238 2.814 0.412
H 7.982 -1.874 1.071 0.337
H 7.343 -2.117 -1.296 0.419
H 3.380 -3.343 0.085 0.414
H 4.097 -3.115 2.204 0.368
C 3.362 1.300 5.514 -0.351
C 2.734 0.218 4.845 -0.451
C 1.871 -0.573 5.576 -0.358
C 1.520 -0.201 6.896 0.014
C 2.154 0.871 7.500 -0.139
C 3.083 1.628 6.823 -0.566
N 0.633 -1.006 7.791 0.935
O -0.139 -1.701 7.166 -0.552
O 0.570 -0.708 8.963 -0.593
H 4.127 1.837 4.974 0.359
H 2.913 0.044 3.794 0.501
H 1.316 -1.344 5.063 0.409
H 1.949 1.093 8.537 0.410
H 3.647 2.440 7.258 0.374
C -0.461 -1.245 -3.251 -0.529
C -1.356 -0.724 -2.309 -0.257
C -0.955 -0.338 -1.020 -0.716
C 0.387 -0.463 -0.662 0.324
C 1.394 -0.932 -1.594 -0.430
C 0.898 -1.212 -2.882 -0.441
N 0.853 -0.124 0.681 0.981
O 2.090 -0.224 0.984 -0.592
O -0.022 0.259 1.442 -0.593
H -0.866 -1.672 -4.156 0.418
H -2.385 -0.569 -2.595 0.383
H -1.611 0.049 -0.254 0.480
H 2.430 -0.905 -1.289 0.575
H 1.634 -1.608 -3.566 0.378
```

=====

The following is a DFT calculation (wB97M-V/def2-TZVPD) of C26H24I2O5RhSScSi as an isolated structure at a distorted geometry.

## Properties
- relative energy (zero: lowest compared OMol25 entry of this formula, charge and spin) (kcal per mole) = 60.18
- ⟨S²⟩ = 6.06
- HOMO energy (spin up / spin down) (eV) = -18.870 / -18.842
- 2S+1 = 5
- frontier orbital gap (spin up / spin down) (eV) = 6.55 / 3.14
- net charge = +4

The geometry in XYZ format:
```
61
Properties=species:S:1:pos:R:3:mulliken_charge:R:1
I 1.442 -3.647 -0.276 -0.107
I 1.632 3.560 -0.268 0.206
Rh 0.000 1.395 0.038 0.609
Sc 0.145 -1.265 0.067 -0.133
S 1.246 0.029 -1.654 -0.165
C -1.455 -1.929 -1.249 0.427
C -1.105 -2.003 1.463 0.371
C 0.696 -0.013 -3.418 1.610
C 1.538 1.086 -4.045 -1.677
C -0.798 0.257 -3.636 -1.436
C 1.091 -1.395 -3.948 -1.504
C -0.819 1.974 1.582 0.329
C -1.391 2.018 -0.988 -0.103
O -1.701 -2.500 2.311 -0.119
O -2.277 -2.329 -1.952 -0.095
O -1.324 2.406 2.514 -0.291
O -2.214 2.532 -1.587 -0.137
H 1.296 1.173 -5.105 0.469
H 2.608 0.861 -3.943 0.437
H 1.347 2.055 -3.557 0.355
H -1.155 -0.363 -4.472 0.391
H -0.955 1.315 -3.916 0.357
H -1.412 0.026 -2.765 0.101
H 0.867 -1.445 -5.020 0.478
H 0.550 -2.207 -3.438 0.302
H 2.168 -1.570 -3.804 0.420
O 1.135 -0.091 1.810 0.501
Si 1.110 -0.060 3.402 -0.020
C 1.155 1.711 4.137 0.777
C 0.200 2.177 5.011 0.231
C 0.187 3.481 5.497 -0.647
C 1.185 4.362 5.096 -0.675
C 2.167 3.920 4.223 -0.799
C 2.157 2.605 3.746 -0.108
C -0.529 -0.613 4.287 0.577
C -1.767 -0.324 3.759 -0.088
C -2.974 -0.612 4.373 -0.781
C -2.960 -1.228 5.620 -0.747
C -1.737 -1.510 6.211 -0.855
C -0.541 -1.189 5.551 -0.022
C 2.570 -1.045 4.114 0.711
C 2.397 -2.298 4.695 0.163
C 3.473 -2.999 5.251 -0.709
C 4.753 -2.458 5.201 -0.570
C 4.955 -1.223 4.592 -0.736
C 3.876 -0.525 4.048 -0.022
H -0.636 1.528 5.374 0.198
H -0.606 3.810 6.185 0.494
H 1.178 5.390 5.473 0.479
H 2.955 4.622 3.901 0.483
H 2.949 2.301 3.027 0.559
H -1.866 0.159 2.746 0.055
H -3.935 -0.378 3.888 0.531
H -3.904 -1.476 6.120 0.502
H -1.719 -1.977 7.211 0.504
H 0.403 -1.402 6.102 0.681
H 1.396 -2.763 4.741 0.601
H 3.302 -3.977 5.724 0.472
H 5.597 -3.005 5.638 0.475
H 5.966 -0.793 4.545 0.463
H 4.062 0.459 3.574 0.226
```

=====

The following is a DFT calculation (wB97M-V/def2-TZVPD) of C26H24INO4PSTc as an isolated structure at a distorted geometry.

## Properties
- ⟨S²⟩ = 0.77
- HOMO energy (spin up / spin down) (eV) = -16.889 / -16.784
- 2S+1 = 2
- frontier orbital gap (spin up / spin down) (eV) = 3.76 / 3.85
- net charge = +3

The geometry in XYZ format:
```
59
Properties=species:S:1:pos:R:3:mulliken_charge:R:1
Tc -1.531 1.660 0.266 0.168
I -2.254 1.619 2.855 0.531
C -1.631 -0.178 3.905 0.033
C -2.393 -0.414 5.032 -0.423
C -2.085 -1.468 5.893 -1.016
C -0.970 -2.234 5.636 -0.796
C -0.170 -1.999 4.499 0.614
C 0.985 -2.784 4.317 -0.790
C 1.814 -2.601 3.233 -1.360
C 1.446 -1.675 2.270 -0.691
C 0.302 -0.885 2.391 1.650
P 0.126 0.029 0.816 1.688
C 1.610 1.087 0.716 1.922
C 2.835 0.655 0.213 -0.259
C 3.909 1.533 0.172 -0.952
C 3.772 2.830 0.646 -0.636
C 2.551 3.268 1.143 -0.915
C 1.469 2.405 1.172 -0.436
C 0.224 -1.232 -0.472 1.236
C -0.352 -2.490 -0.276 -0.595
C -0.346 -3.409 -1.310 -0.844
C 0.251 -3.093 -2.522 -0.764
C 0.867 -1.861 -2.700 -1.183
C 0.828 -0.914 -1.689 -1.253
C -0.516 -0.971 3.546 0.830
H -3.233 0.224 5.269 0.432
H -2.706 -1.652 6.758 0.442
H -0.687 -3.032 6.310 0.472
H 1.220 -3.527 5.062 0.483
H 2.719 -3.178 3.118 0.492
H 2.065 -1.580 1.390 0.134
H 2.969 -0.352 -0.158 0.403
H 4.855 1.201 -0.228 0.487
H 4.616 3.505 0.625 0.475
H 2.447 4.278 1.510 0.484
H 0.516 2.746 1.584 -0.080
H -0.785 -2.739 0.680 0.461
H -0.800 -4.378 -1.164 0.514
H 0.260 -3.811 -3.328 0.491
H 1.381 -1.655 -3.626 0.555
H 1.297 0.050 -1.822 1.112
O -0.979 2.068 -1.608 -0.783
S -0.601 1.562 -3.017 0.648
C -0.092 3.004 -4.029 -0.770
C -0.301 2.418 -5.416 -0.573
C -1.671 1.711 -5.438 -0.618
C -2.131 1.457 -4.002 -0.677
H 0.935 3.284 -3.813 0.434
H -0.756 3.845 -3.826 0.391
H 0.489 1.698 -5.643 0.324
H -0.243 3.204 -6.171 0.374
H -1.602 0.780 -6.001 0.289
H -2.409 2.332 -5.945 0.341
H -2.593 0.483 -3.871 0.416
H -2.801 2.230 -3.620 0.456
O -3.868 -1.556 -0.229 -0.509
N -3.056 -0.820 0.186 1.025
O -2.309 -1.009 1.136 -0.266
O -2.887 0.335 -0.427 -0.616
```

=====

The following is a DFT calculation (wB97M-V/def2-TZVPD) of C26H24IrN3O10PSTe as an isolated structure at a distorted geometry.

## Properties
- relative energy (zero: lowest compared OMol25 entry of this formula, charge and spin) (kcal per mole) = 45.01
- ⟨S²⟩ = 6.01
- HOMO energy (spin up / spin down) (eV) = -4.214 / -5.452
- 2S+1 = 5
- frontier orbital gap (spin up / spin down) (eV) = 6.07 / 5.06
- net charge = -1

The geometry in XYZ format:
```
67
Properties=species:S:1:pos:R:3:mulliken_charge:R:1
Ir 3.288 -15.457 -4.392 1.113
O 4.890 -19.851 -0.458 -0.545
C 4.512 -18.857 -1.277 0.907
C 3.146 -18.570 -1.297 -0.638
C 2.794 -17.431 -2.060 -0.091
N 3.749 -16.732 -2.697 0.237
C 5.106 -17.000 -2.536 0.077
C 5.515 -18.019 -1.777 -0.490
C 6.074 -15.971 -3.207 0.308
O 7.276 -16.098 -3.041 -0.753
O 5.506 -15.143 -3.983 -0.741
C 1.457 -16.830 -2.129 0.286
O 0.768 -17.227 -1.189 -0.827
O 1.200 -15.956 -3.041 -0.631
H 4.040 -20.282 -0.278 0.296
H 2.457 -19.154 -0.692 0.448
H 6.557 -18.112 -1.537 0.587
O 4.072 -14.814 -8.131 -0.770
S 2.901 -15.347 -7.484 1.612
O 1.666 -15.416 -8.255 -0.736
N 2.584 -14.626 -6.105 0.241
C 2.344 -13.242 -5.983 0.805
C 2.084 -12.461 -7.110 -0.621
C 1.712 -11.088 -7.031 -1.004
C 1.678 -10.508 -5.771 -0.609
C 1.995 -11.205 -4.598 -0.148
C 1.839 -10.779 -3.296 -0.476
C 2.156 -11.607 -2.253 -1.230
C 2.657 -12.965 -2.591 0.197
N 2.739 -13.469 -3.736 -0.190
C 2.360 -12.634 -4.717 0.178
C 3.311 -16.900 -6.888 -0.943
C 4.671 -17.175 -6.484 -0.234
C 4.943 -18.304 -5.748 -0.392
C 3.870 -19.244 -5.527 -0.587
C 2.642 -19.067 -6.111 -0.926
C 2.326 -17.913 -6.738 0.184
H 2.101 -12.895 -8.079 0.507
H 1.448 -10.502 -7.918 0.378
H 1.499 -9.433 -5.773 0.320
H 1.414 -9.871 -3.141 0.580
H 1.905 -11.342 -1.320 0.487
H 2.903 -13.699 -1.808 0.394
H 5.401 -16.429 -6.782 0.368
H 5.993 -18.518 -5.422 0.385
H 4.189 -20.114 -5.059 0.618
H 2.043 -19.963 -6.149 0.409
H 1.305 -17.743 -7.121 0.652
C -2.649 -18.963 -0.903 -1.250
C -1.527 -19.496 -1.803 0.430
O -1.919 -19.209 -3.157 -0.042
P -1.136 -19.765 -4.476 0.026
O -0.357 -21.027 -4.320 -0.688
Te -2.982 -20.389 -6.044 -0.034
O -0.240 -18.530 -5.056 0.312
C -0.805 -17.301 -5.567 0.264
C -1.891 -16.721 -4.692 -1.129
H -2.332 -18.972 0.237 0.299
H -3.598 -19.492 -0.966 0.361
H -2.914 -17.916 -1.145 0.278
H -1.452 -20.582 -1.695 0.306
H -0.518 -19.005 -1.626 -0.165
H -1.142 -17.362 -6.525 0.510
H 0.071 -16.586 -5.534 -0.373
H -2.659 -17.519 -4.539 0.213
H -2.303 -15.825 -5.094 0.476
H -1.539 -16.462 -3.712 0.217
```

=====

The following is a DFT calculation (wB97M-V/def2-TZVPD) of C26H24MoNO5PS4 as an isolated structure at a distorted geometry.

## Properties
- relative energy (zero: lowest compared OMol25 entry of this formula, charge and spin) (kcal per mole) = 24.42
- HOMO energy (spin up / spin down) (eV) = -14.562 / -14.562
- frontier orbital gap (spin up / spin down) (eV) = 6.00 / 6.00
- net charge = +2

The geometry in XYZ format:
```
62
Properties=species:S:1:pos:R:3:mulliken_charge:R:1
Mo 0.021 0.078 -0.064 0.079
O 0.112 -0.828 3.690 -0.483
C 0.824 -0.340 2.889 -0.008
O 0.209 0.191 1.720 -0.453
C 2.295 -0.199 2.927 0.288
C 2.861 -0.406 4.179 -0.813
C 4.236 -0.369 4.345 -0.743
C 5.054 -0.166 3.247 -0.849
C 4.499 0.025 1.989 -0.383
C 3.118 0.043 1.817 0.317
P 2.584 0.261 0.094 2.762
C 3.260 1.793 -0.578 1.001
C 4.020 2.640 0.232 -0.581
C 4.523 3.823 -0.285 -0.812
C 4.250 4.185 -1.596 -0.729
C 3.463 3.365 -2.395 -0.954
C 2.962 2.176 -1.888 -0.478
C 3.342 -1.156 -0.753 1.006
C 3.938 -1.028 -2.005 -0.195
C 4.507 -2.137 -2.620 -0.737
C 4.493 -3.370 -1.987 -0.652
C 3.916 -3.498 -0.726 -0.733
C 3.344 -2.398 -0.111 -1.141
H 2.206 -0.598 5.018 0.538
H 4.665 -0.519 5.326 0.466
H 6.130 -0.161 3.362 0.494
H 5.154 0.147 1.135 0.617
H 4.205 2.397 1.268 0.459
H 5.121 4.468 0.345 0.463
H 4.641 5.113 -1.994 0.461
H 3.240 3.647 -3.415 0.491
H 2.345 1.559 -2.527 0.317
H 3.980 -0.070 -2.503 0.383
H 4.974 -2.029 -3.589 0.506
H 4.954 -4.227 -2.461 0.453
H 3.936 -4.452 -0.214 0.493
H 2.940 -2.500 0.889 0.608
S -1.809 -0.633 -4.163 -0.001
C -1.096 -0.396 -2.772 0.335
S 0.600 -0.372 -2.359 -0.037
S -1.950 -0.104 -1.219 -0.079
O 1.332 2.564 1.639 -0.440
C 0.593 2.944 0.782 0.008
C 0.144 4.360 0.543 -0.466
C -0.621 4.331 -0.771 -0.566
C -0.725 2.876 -1.156 0.131
O -1.294 2.431 -2.105 -0.466
N -0.006 2.058 -0.198 0.765
H 1.020 5.005 0.544 0.324
H -0.477 4.659 1.389 0.303
H -0.109 4.850 -1.582 0.317
H -1.628 4.743 -0.716 0.344
C -1.465 -3.890 0.703 -1.006
S 0.198 -3.458 0.255 0.452
C 0.179 -3.836 -1.475 -0.813
O 0.195 -1.923 0.355 -0.684
H -2.158 -3.249 0.159 0.301
H -1.563 -3.761 1.778 0.391
H -1.612 -4.937 0.436 0.485
H 0.088 -4.922 -1.546 0.530
H 1.133 -3.516 -1.891 0.152
H -0.661 -3.341 -1.962 0.263
```

=====

The following is a DFT calculation (wB97M-V/def2-TZVPD) of C26H24N2O4 in the gas phase at a distorted geometry.

## Properties
- relative energy (zero: lowest compared OMol25 entry of this formula, charge and spin) (kcal per mole) = 63.54
- SMILES = COc1ccc(CN2C(=O)c3ccccc3[C@H](/C=N\OCc3ccc(C)cc3)C2=O)cc1
- HOMO energy (eV) = -8.430
- frontier orbital gap (eV) = 8.61
- net charge = 0

The geometry in XYZ format:
```
56
Properties=species:S:1:pos:R:3:mulliken_charge:R:1
C 6.442 3.794 -0.772 -0.840
H 6.937 4.404 -1.525 0.239
O 6.257 2.532 -1.365 -0.455
C 5.658 1.551 -0.634 0.943
C 5.510 0.319 -1.276 -0.855
C 4.920 -0.741 -0.624 -0.130
C 4.466 -0.603 0.684 0.397
C 4.605 0.623 1.316 -0.588
C 5.198 1.695 0.670 -0.453
H 5.291 2.633 1.193 0.382
H 4.240 0.747 2.324 0.382
C 3.772 -1.748 1.371 -1.927
N 2.359 -1.773 0.978 0.247
C 1.513 -0.908 1.640 -0.367
O 1.855 -0.317 2.637 -0.624
C 0.177 -0.674 0.982 0.963
C -0.372 -1.884 0.295 0.109
C -1.735 -2.058 0.103 -0.706
C -2.198 -3.156 -0.601 -0.614
C -1.307 -4.082 -1.125 -0.623
C 0.051 -3.914 -0.938 -0.635
C 0.525 -2.815 -0.225 0.301
C 1.977 -2.675 -0.006 0.546
O 2.801 -3.344 -0.591 -0.655
H 0.767 -4.620 -1.331 0.491
H -1.674 -4.933 -1.678 0.415
H -3.260 -3.290 -0.742 0.448
H -2.425 -1.332 0.504 0.576
C 0.381 0.372 -0.102 -0.483
N -0.461 1.230 -0.468 -0.705
O -1.674 1.240 0.183 0.091
C -2.531 2.263 -0.314 -0.883
C -3.948 1.771 -0.205 0.704
C -4.893 2.456 0.545 -0.792
C -6.185 1.974 0.654 -0.669
C -6.561 0.792 0.030 0.904
C -5.609 0.107 -0.718 -0.747
C -4.321 0.591 -0.838 -0.162
H -3.591 0.049 -1.423 0.501
H -5.883 -0.814 -1.211 0.377
C -7.962 0.275 0.139 -1.418
H -7.972 -0.812 0.179 0.360
H -8.541 0.583 -0.732 0.281
H -8.453 0.666 1.026 0.368
H -6.910 2.521 1.239 0.355
H -4.617 3.372 1.047 0.327
H -2.265 2.471 -1.357 0.384
H -2.388 3.177 0.276 0.266
H 1.313 0.371 -0.648 0.520
H -0.531 -0.268 1.710 0.792
H 4.206 -2.703 1.072 0.581
H 3.810 -1.632 2.456 0.519
H 4.804 -1.689 -1.129 0.458
H 5.870 0.222 -2.288 0.427
H 7.077 3.731 0.118 0.337
H 5.486 4.257 -0.503 0.338
```

=====

no.,calculated total energy (eV)
1,-74723.9395
2,-96168.1843
3,-67420.5424
4,-82553.9988
5,-93550.8117
6,-38521.0815